(1)
The following is a DFT calculation (ωB97M-V/def2-TZVPD) of a structure of composition C25H26F5LaN2O3S5.

- Kohn-Sham gap: 7.2 eV
- Net charge: 0
- E_tot: -3825.4295 hartree
- Energy above the lowest of the compared OMol25 structures with the same formula, charge and spin: 0.00 kcal/mol

Last column: Löwdin charge in e.
Element x y z (Å)
La (0.592, -0.432, 0.266)  1.78
C (3.829, 6.718, 0.498)  -0.08
O (2.711, 5.850, 0.478)  -0.07
C (2.878, 4.604, -0.019)  -0.27
C (4.081, 4.149, -0.583)  -0.02
C (4.138, 2.869, -1.067)  -0.02
C (3.053, 1.977, -0.996)  -0.11
C (3.195, 0.643, -1.511)  -0.36
C (4.349, 0.299, -2.417)  0.00
O (2.384, -0.272, -1.264)  -0.17
C (1.818, 2.447, -0.425)  -0.35
O (0.759, 1.708, -0.351)  -0.32
C (1.775, 3.774, 0.041)  0.06
H (3.488, 7.627, 0.987)  0.09
H (4.164, 6.957, -0.515)  0.10
H (4.656, 6.286, 1.068)  0.10
H (4.949, 4.786, -0.642)  0.10
H (5.067, 2.529, -1.500)  0.11
H (4.465, 1.034, -3.212)  0.09
H (4.171, -0.688, -2.834)  0.09
H (5.278, 0.274, -1.847)  0.10
H (0.850, 4.152, 0.454)  0.13
C (-5.226, -1.543, -3.028)  -0.06
C (-4.690, -0.226, -2.475)  -0.21
N (-3.965, -0.380, -1.219)  -0.08
C (-4.776, -0.619, -0.027)  -0.20
C (-4.716, -2.062, 0.470)  -0.06
C (-2.618, -0.367, -1.132)  -0.42
C (-1.830, -0.248, -2.409)  0.00
N (-1.964, -0.446, -0.019)  0.00
H (-5.700, -1.381, -3.995)  0.08
H (-5.968, -1.979, -2.362)  0.07
H (-4.421, -2.267, -3.157)  0.08
H (-5.515, 0.468, -2.292)  0.12
H (-4.043, 0.257, -3.204)  0.10
H (-5.804, -0.361, -0.284)  0.12
H (-4.479, 0.080, 0.761)  0.12
H (-5.080, -2.748, -0.292)  0.07
H (-5.338, -2.175, 1.357)  0.08
H (-3.701, -2.363, 0.729)  0.07
H (-2.165, -0.971, -3.151)  0.09
H (-0.768, -0.435, -2.235)  0.05
H (-1.925, 0.753, -2.829)  0.10
H (-2.569, -0.491, 0.795)  0.04
C (0.648, 2.454, 3.281)  -0.35
S (-0.415, 1.025, 2.913)  0.75
C (0.354, -0.227, 3.878)  -1.03
C (1.548, -0.806, 3.588)  -1.17
S (2.610, -0.497, 2.256)  0.45
S (2.092, -1.987, 4.765)  0.91
C (0.732, -1.888, 5.856)  -1.50
S (0.654, -2.699, 7.272)  0.54
S (-0.444, -0.713, 5.360)  0.89
H (0.178, 3.326, 2.836)  0.03
H (1.637, 2.303, 2.856)  0.02
H (0.706, 2.580, 4.360)  0.05
F (-0.280, -3.105, 1.975)  0.02
C (0.060, -3.726, 0.805)  -0.27
C (0.361, -2.923, -0.276)  -0.16
C (0.683, -3.611, -1.429)  -0.26
F (0.964, -2.896, -2.552)  0.04
C (0.735, -4.996, -1.521)  -0.15
F (1.063, -5.620, -2.659)  0.10
C (0.426, -5.748, -0.393)  -0.14
F (0.457, -7.080, -0.452)  0.12
C (0.077, -5.112, 0.793)  -0.15
F (-0.230, -5.840, 1.871)  0.11

=====

(2)
The following is a DFT calculation (ωB97M-V/def2-TZVPD) of a structure of composition C25H26FZr.

- Kohn-Sham gap: 2.8 eV
- Net charge: -1
- E_tot: -1115.0379 hartree

Last column: Löwdin charge in e.
Element x y z (Å)
C (5.124, 1.597, 2.034)  -0.07
Zr (0.514, 0.867, 0.238)  1.23
C (1.139, -1.273, 0.116)  -0.36
C (1.169, 3.048, -0.875)  -0.22
C (2.236, 2.108, -1.082)  -0.22
C (1.715, 1.024, -1.882)  -0.27
C (0.317, 1.277, -2.128)  -0.29
C (-0.015, 2.513, -1.483)  -0.26
C (0.746, 2.348, 2.271)  -0.23
C (0.854, 0.964, 2.655)  -0.27
C (-0.428, 0.338, 2.404)  -0.27
C (-1.274, 1.316, 1.785)  -0.27
C (-0.567, 2.563, 1.748)  -0.23
H (4.796, 2.647, 2.124)  0.09
H (4.770, 1.056, 2.926)  0.08
H (4.504, 1.184, 1.211)  0.10
H (0.294, -1.939, -0.189)  -0.06
H (1.949, -1.426, -0.619)  -0.06
H (1.469, -1.624, 1.110)  -0.05
H (1.259, 4.045, -0.457)  0.09
H (3.285, 2.313, -0.920)  0.08
H (2.286, 0.229, -2.341)  0.08
H (-0.341, 0.681, -2.753)  0.07
H (-0.970, 3.032, -1.577)  0.09
H (1.446, 3.140, 2.526)  0.09
H (1.633, 0.536, 3.268)  0.07
H (-0.716, -0.674, 2.668)  0.09
H (-2.317, 1.169, 1.512)  0.09
H (-0.980, 3.530, 1.463)  0.09
F (6.516, -4.256, 2.200)  0.03
C (6.695, -2.907, 2.052)  -0.27
C (6.712, -2.096, 3.183)  -0.01
C (6.724, -0.718, 2.987)  -0.05
C (6.796, -0.123, 1.708)  -0.17
C (6.567, 1.402, 1.713)  -0.29
C (6.877, 2.350, 0.525)  -0.17
C (7.030, 3.696, 0.885)  -0.06
C (7.154, 4.705, -0.060)  -0.10
C (7.101, 4.409, -1.424)  -0.10
C (6.820, 3.101, -1.801)  -0.08
C (6.629, 2.085, -0.831)  -0.03
C (6.689, -0.973, 0.606)  -0.01
C (6.668, -2.367, 0.775)  0.00
H (6.611, -2.520, 4.191)  0.12
H (6.574, -0.069, 3.860)  0.12
H (7.137, 1.804, 2.574)  0.13
H (6.964, 3.960, 1.951)  0.12
H (7.249, 5.745, 0.265)  0.10
H (7.142, 5.191, -2.188)  0.10
H (6.711, 2.832, -2.856)  0.10
H (6.214, 1.127, -1.156)  0.10
H (6.577, -0.559, -0.389)  0.09
H (6.571, -3.017, -0.099)  0.12

=====

(3)
The following is a DFT calculation (ωB97M-V/def2-TZVPD) of a structure of composition C25H26FeN4O4S.

- Kohn-Sham gap (spin up / spin down): 7.6 / 7.4 eV
- Net charge: 0
- E_tot: -3150.2346 hartree
- Multiplicity: 5
- Energy above the lowest of the compared OMol25 structures with the same formula, charge and spin: 20.91 kcal/mol

Last column: Löwdin charge in e.
Element x y z (Å)
Fe (-0.222, 0.006, 0.046)  0.66
C (5.659, 1.357, -1.574)  -0.09
C (5.161, 0.956, -0.190)  -0.25
N (3.879, 1.543, 0.151)  -0.03
C (2.700, 1.042, -0.274)  -0.81
S (1.261, 1.921, 0.146)  0.65
N (2.731, -0.054, -0.996)  0.00
N (1.470, -0.497, -1.271)  -0.07
C (1.282, -1.104, -2.382)  -0.25
C (2.379, -1.362, -3.363)  -0.02
C (-0.129, -1.478, -2.658)  -0.19
C (-0.513, -2.249, -3.749)  0.00
C (-1.849, -2.587, -3.895)  -0.05
C (-2.761, -2.165, -2.945)  -0.04
C (-2.301, -1.393, -1.891)  -0.11
N (-1.028, -1.032, -1.768)  0.06
H (6.677, 0.999, -1.734)  0.07
H (5.659, 2.442, -1.685)  0.07
H (5.015, 0.934, -2.343)  0.06
H (5.875, 1.257, 0.578)  0.11
H (5.053, -0.126, -0.132)  0.10
H (3.845, 2.448, 0.585)  0.11
H (3.311, -1.525, -2.826)  0.07
H (2.523, -0.486, -4.001)  0.10
H (2.171, -2.218, -4.000)  0.06
H (0.217, -2.589, -4.466)  0.10
H (-2.167, -3.191, -4.734)  0.11
H (-3.806, -2.434, -3.001)  0.11
H (-2.964, -1.069, -1.098)  0.11
C (-2.278, 2.958, 2.984)  0.01
C (-2.008, 2.334, 1.645)  -0.36
O (-1.244, 1.388, 1.566)  -0.05
C (-2.670, 2.893, 0.435)  -0.15
C (-2.862, 2.078, -0.676)  -0.02
C (-3.445, 2.586, -1.823)  -0.06
C (-3.831, 3.919, -1.871)  -0.07
C (-3.649, 4.736, -0.765)  -0.07
C (-3.081, 4.223, 0.390)  -0.02
H (-1.855, 2.325, 3.758)  0.09
H (-3.347, 3.095, 3.142)  0.10
H (-1.805, 3.941, 3.034)  0.09
H (-2.576, 1.037, -0.625)  0.08
H (-3.598, 1.943, -2.680)  0.11
H (-4.277, 4.320, -2.771)  0.11
H (-3.953, 5.774, -0.800)  0.11
H (-2.945, 4.865, 1.250)  0.11
O (-1.882, -3.789, 4.178)  0.06
C (-0.667, -3.331, 3.854)  -0.27
C (0.414, -3.732, 4.644)  -0.02
C (1.689, -3.295, 4.357)  -0.09
C (1.921, -2.448, 3.275)  -0.09
C (0.853, -2.051, 2.498)  -0.03
C (-0.452, -2.469, 2.761)  -0.06
C (-1.614, -2.036, 1.925)  -0.53
O (-2.746, -2.473, 2.178)  0.04
O (-1.414, -1.219, 0.955)  -0.14
H (-2.499, -3.406, 3.495)  0.07
H (0.215, -4.392, 5.478)  0.12
H (2.515, -3.617, 4.979)  0.10
H (2.920, -2.106, 3.044)  0.10
H (1.044, -1.396, 1.656)  0.08

=====

(4)
The following is a DFT calculation (ωB97M-V/def2-TZVPD) of a structure of composition C25H26I2N6STi.

- Kohn-Sham gap (spin up / spin down): 6.9 / 7.3 eV
- Net charge: +2
- E_tot: -3139.3852 hartree
- Multiplicity: 3
- Energy above the lowest of the compared OMol25 structures with the same formula, charge and spin: 2.96 kcal/mol

Last column: Löwdin charge in e.
Element x y z (Å)
Ti (-0.236, 0.385, -0.059)  0.65
C (-3.239, 1.553, 0.362)  -0.09
N (-2.140, 1.064, 1.238)  -0.23
C (-2.477, -0.284, 1.789)  -0.08
C (-1.354, -1.152, 2.311)  -0.24
C (-1.365, -1.853, 3.495)  0.02
C (-0.232, -2.605, 3.868)  -0.01
C (0.848, -2.618, 3.018)  -0.03
C (0.772, -1.975, 1.798)  -0.08
N (-0.340, -1.283, 1.419)  0.01
C (-1.900, 2.071, 2.188)  -0.16
C (-0.438, 2.134, 2.638)  -0.23
C (-0.064, 2.859, 3.756)  0.01
C (1.287, 2.864, 4.135)  0.00
C (2.193, 2.212, 3.307)  -0.04
C (1.723, 1.554, 2.223)  -0.14
N (0.437, 1.508, 1.818)  -0.03
C (-3.264, 0.648, -0.900)  -0.26
C (-4.420, 0.380, -1.547)  0.01
C (-4.405, -0.283, -2.820)  0.00
C (-3.170, -0.625, -3.317)  -0.02
C (-2.006, -0.275, -2.561)  -0.11
N (-1.999, 0.376, -1.407)  0.00
H (-2.990, 2.582, -0.067)  0.15
H (-4.216, 1.451, 0.905)  0.16
H (-3.056, -0.820, 1.038)  0.14
H (-3.085, -0.066, 2.608)  0.11
H (-2.195, -1.773, 4.257)  0.15
H (-0.178, -3.229, 4.745)  0.13
H (1.750, -3.174, 3.224)  0.12
H (1.518, -2.052, 1.103)  0.07
H (-2.508, 2.025, 3.101)  0.15
H (-2.173, 3.070, 1.792)  0.14
H (-0.722, 3.512, 4.324)  0.13
H (1.583, 3.296, 5.073)  0.12
H (3.248, 2.269, 3.549)  0.13
H (2.475, 1.127, 1.569)  0.12
H (-5.375, 0.816, -1.218)  0.14
H (-5.318, -0.462, -3.352)  0.12
H (-3.002, -1.207, -4.243)  0.13
H (-1.001, -0.561, -2.932)  0.12
I (0.506, 3.115, -1.012)  0.97
C (0.363, 2.901, -3.200)  -1.12
I (2.019, 2.910, -4.373)  0.91
H (-0.248, 3.777, -3.198)  -0.06
H (-0.127, 1.984, -3.370)  -0.08
N (4.444, -3.448, -3.953)  0.10
C (4.760, -2.587, -2.953)  -0.84
S (6.321, -2.225, -2.535)  0.72
C (3.550, -1.956, -2.421)  -0.21
C (3.490, -0.588, -2.418)  -0.05
C (2.520, 0.067, -1.839)  -0.15
N (1.407, -0.534, -1.300)  -0.04
C (1.367, -1.869, -1.454)  -0.16
C (2.394, -2.605, -1.963)  0.02
H (5.098, -4.054, -4.491)  0.14
H (3.516, -3.596, -4.298)  0.10
H (4.349, 0.019, -2.690)  0.13
H (2.512, 1.211, -1.751)  0.06
H (0.410, -2.296, -1.109)  0.12
H (2.385, -3.684, -1.900)  0.13

=====

no.,maximum force (eV Å⁻¹)
1,1.7
2,4.3
3,0.3
4,6.0